{"formula": "C37H35N8OS3V", "method": "ωB97M-V with the def2-TZVPD basis set", "charge": -1, "multiplicity": 2, "homo_lumo_gap_ev": [6.2, 6.2], "homo_ev": [-3.96, -4.00], "symbols": ["S", "C", "V", "C", "H", "C", "C", "H", "H", "C", "C", "C", "H", "C", "C", "C", "C", "H", "H", "N", "H", "C", "H", "C", "H", "H", "C", "C", "H", "C", "H", "C", "H", "N", "H", "H", "C", "S", "H", "N", "H", "N", "C", "C", "H", "H", "C", "C", "H", "C", "C", "C", "H", "C", "C", "N", "H", "H", "N", "H", "C", "H", "C", "H", "O", "C", "C", "C", "H", "C", "H", "H", "C", "C", "H", "H", "N", "C", "H", "H", "S", "C", "H", "N", "H"], "coordinates": [[-0.4840, -3.1746, 0.0475], [-2.9620, -1.1711, 1.3589], [-0.4300, -0.7780, 0.1225], [-4.1236, 0.3923, -1.2039], [-4.0056, 1.2578, -0.5624], [5.5285, -3.7822, 0.0569], [0.7909, 0.7228, 2.3065], [-3.3677, 5.2100, 0.8913], [-0.1835, 2.0794, -2.2495], [0.0636, -0.0622, -2.2584], [4.2879, 0.0453, -2.3955], [1.7287, 1.4865, 3.0546], [1.2942, 4.9718, 1.7855], [5.3465, -4.5903, -1.0593], [1.6794, -5.5209, -0.7555], [-1.8616, 4.0699, 1.5161], [2.4019, 2.5610, 1.0229], [6.1753, -4.7881, -1.7285], [-2.0914, 7.1727, 0.3683], [0.6666, 0.9028, 0.9530], [6.4996, -3.3470, 0.2611], [-0.7943, 1.1804, -2.3093], [-2.9060, -2.7371, -1.5436], [1.5251, 0.0081, -2.3672], [-4.4874, -2.7147, -3.4550], [4.1115, 1.2683, -4.1698], [-4.3915, -1.8399, -2.8227], [-3.7302, -1.8906, 3.9708], [3.2548, 2.9646, 2.9767], [-4.6424, -1.9316, 2.9164], [1.6309, 1.2334, -4.1207], [0.1758, -3.2706, -1.5532], [-5.6637, -2.2404, 3.1086], [-0.5661, 4.0813, 1.8837], [2.3658, -3.8409, 1.2677], [-0.0154, 5.9328, -0.0427], [1.4718, 1.8039, 0.3592], [-2.7793, 2.6753, 1.5694], [5.3726, 0.0434, -2.4173], [-2.4520, -0.7458, 0.1547], [1.0294, -5.4747, 0.1141], [-0.0280, -0.1271, 2.9316], [2.2018, 0.7181, -3.3542], [-0.2067, 6.2987, 0.9684], [4.5785, -2.8682, 1.7510], [0.3363, 7.2344, 1.1043], [2.5275, 2.3884, 2.4167], [-5.0090, 0.4118, -2.2750], [-1.5355, 1.2074, -1.5060], [3.2088, -4.0726, 0.6310], [-1.6973, 6.5242, 1.1515], [-3.3613, -0.7427, -0.9380], [3.9559, -5.7579, -2.1998], [4.1012, -5.1388, -1.3209], [3.5845, 0.7399, -3.3859], [-2.3811, 5.2466, 1.0790], [-1.6867, -1.4414, 4.5187], [-5.5931, 1.3037, -2.4713], [0.1857, -2.3274, -2.4256], [-1.8814, 7.0174, 2.1142], [-5.1452, -0.7027, -3.0902], [-5.0057, -1.6020, 0.8265], [3.6393, -0.6269, -1.3824], [1.8057, -6.5709, -1.0276], [1.6007, -1.1685, -0.3065], [-3.5081, -1.8625, -1.7545], [2.2266, -0.6436, -1.3099], [-2.0452, -1.1735, 2.4337], [-1.3530, 1.1942, -3.2477], [-2.4243, -1.4978, 3.7296], [3.0312, 3.2454, 0.4710], [1.7802, 1.3113, 4.1201], [-4.2782, -1.5790, 1.6269], [3.0212, -4.8951, -0.4741], [4.1898, -1.1459, -0.6089], [0.2229, 5.6896, 2.9898], [-0.5397, -1.1964, -2.0973], [0.2637, 5.2676, 1.9782], [-4.0423, -2.1645, 4.9708], [-0.2052, 3.1974, 2.2105], [0.8021, -4.8123, -2.1825], [4.4558, -3.5208, 0.8953], [1.3709, 1.8997, -0.7124], [-0.7947, -0.7333, 2.0281], [-5.8317, -0.6871, -3.9284]], "atomic_forces_ev_per_a": [[0.11, 0.07, 0.04], [0.13, 0.06, -0.08], [-0.40, 0.01, 1.33], [0.03, -0.02, 0.01], [0.00, 0.01, 0.01], [0.00, 0.01, -0.01], [-0.23, -0.20, 0.06], [0.00, 0.00, -0.01], [0.00, -0.01, 0.00], [0.16, 0.16, -0.19], [-0.01, -0.02, 0.02], [0.08, 0.10, 0.01], [-0.01, -0.01, -0.01], [-0.03, -0.01, 0.00], [0.04, 0.09, -0.03], [0.09, 0.02, 0.01], [-0.04, -0.01, -0.07], [-0.01, 0.00, 0.00], [-0.01, 0.00, -0.01], [-0.17, -0.24, -0.09], [-0.01, 0.00, 0.00], [0.01, 0.01, -0.01], [0.00, 0.00, 0.00], [0.01, -0.03, 0.06], [0.00, 0.00, 0.01], [0.00, 0.00, 0.00], [0.01, 0.00, 0.02], [0.18, 0.04, 0.03], [0.01, 0.00, 0.01], [-0.05, 0.04, -0.21], [0.00, 0.00, 0.01], [-0.01, 0.08, -0.17], [0.00, 0.01, -0.02], [-0.07, 0.04, 0.05], [-0.05, 0.02, 0.02], [0.00, 0.00, 0.01], [0.03, 0.08, 0.02], [-0.04, -0.01, -0.02], [0.00, 0.00, 0.00], [0.13, 0.02, 0.15], [-0.03, 0.03, 0.05], [0.25, 0.22, 0.07], [-0.01, 0.00, 0.03], [0.00, -0.01, -0.02], [0.00, -0.01, 0.00], [0.00, 0.00, 0.00], [-0.03, -0.05, 0.06], [0.01, -0.01, 0.01], [0.00, 0.01, 0.01], [-0.03, 0.01, -0.06], [-0.01, -0.03, -0.01], [-0.03, -0.02, -0.02], [0.00, 0.01, 0.01], [0.01, 0.01, 0.01], [0.00, 0.00, -0.01], [0.03, 0.01, 0.03], [0.00, 0.00, 0.00], [0.01, -0.01, 0.01], [0.08, -0.23, 0.09], [0.00, 0.00, 0.01], [0.01, 0.00, 0.01], [-0.01, -0.01, 0.00], [-0.01, 0.01, -0.04], [-0.02, 0.01, 0.00], [-0.02, 0.02, -0.11], [0.00, 0.00, 0.00], [0.00, 0.02, -0.02], [0.04, 0.02, -0.15], [-0.01, 0.00, 0.00], [-0.09, -0.02, 0.05], [-0.01, 0.00, 0.01], [0.01, 0.00, 0.00], [-0.10, -0.07, 0.10], [-0.02, -0.02, -0.02], [0.01, -0.01, 0.01], [-0.01, 0.00, 0.01], [-0.08, -0.13, 0.00], [0.01, -0.04, -0.01], [0.01, 0.00, -0.01], [0.03, -0.02, -0.02], [0.00, 0.00, -0.03], [-0.01, 0.00, 0.00], [0.00, 0.00, 0.00], [0.14, 0.00, -1.02], [0.00, 0.00, 0.01]]}

{"formula": "C37H36MgN3O3", "method": "ωB97M-V with the def2-TZVPD basis set", "charge": -1, "homo_lumo_gap_ev": 6.8, "homo_ev": -4.19, "symbols": ["C", "C", "H", "H", "H", "C", "H", "C", "H", "C", "H", "N", "C", "C", "H", "C", "H", "Mg", "N", "C", "H", "C", "H", "C", "H", "H", "H", "H", "H", "H", "C", "C", "H", "C", "H", "H", "C", "C", "C", "H", "C", "H", "C", "C", "C", "H", "C", "H", "H", "O", "C", "O", "C", "H", "H", "H", "C", "H", "C", "C", "C", "C", "H", "H", "C", "N", "C", "C", "H", "H", "H", "C", "C", "O", "C", "C", "H", "C", "H", "H"], "coordinates": [[3.3855, 0.8454, -5.3518], [2.3214, 0.0988, 0.8016], [2.4347, -0.2477, 4.2402], [4.4482, 0.0889, 5.5915], [0.0341, 0.2551, -5.6914], [-1.9910, -1.3296, -2.4708], [1.3236, 2.4265, -1.4026], [-1.4528, -1.5326, -1.0783], [-1.9739, -1.2147, 8.3302], [-0.3043, -2.2841, -0.6925], [-0.0395, -0.2424, 7.1183], [-0.4715, 2.1420, 3.9749], [2.2769, -0.6342, -0.4153], [0.9602, 0.7293, -5.3509], [-4.2224, -1.3113, 7.2344], [-3.5417, -0.3563, 5.4120], [-0.5680, 0.2619, -2.8189], [-0.0184, 0.0750, 0.3527], [-1.5723, 1.7615, -4.6652], [2.3097, 2.1643, 7.2775], [-4.5116, -0.4024, 4.9137], [-0.2628, -2.3210, 0.7268], [1.9856, 2.2860, 1.2041], [2.0863, 2.5171, -4.1652], [-1.7289, -2.0950, -4.4698], [-0.4794, 2.4611, -2.9932], [-1.7877, -1.6756, 2.2448], [-0.4795, 3.5143, -4.4194], [-0.7090, 3.0126, 4.4413], [4.3535, 0.4501, -5.6703], [3.3239, 1.9968, -4.5530], [0.9006, 1.8755, -4.5451], [-2.5816, 0.6181, 3.7375], [-2.1087, -1.0771, 0.1136], [0.3469, -2.8220, -1.3859], [-3.6946, -2.6186, -2.1217], [-1.0276, -0.2560, 6.6537], [3.4922, 1.4728, 6.9742], [-1.2077, 0.2870, 5.3790], [0.4925, -2.8242, 1.3254], [-2.1210, -0.8171, 7.3243], [4.3775, 1.5930, 7.6022], [2.3992, 0.4542, 5.0729], [-1.4172, -1.6472, 1.2226], [-0.0693, 0.9043, 4.5979], [2.2618, 2.8294, 8.1400], [1.9199, 1.4399, 0.5216], [2.6197, -1.6572, -0.5560], [-0.2242, -2.0883, -3.5142], [0.6532, -1.1011, 3.3405], [3.5401, 0.6302, 5.8624], [-3.1172, 0.1325, -4.8165], [-1.6655, 0.1438, -2.8378], [2.2274, -0.6831, -6.3750], [-3.0524, -0.5236, 0.1337], [4.2405, 2.4996, -4.2358], [1.5982, 1.5214, -0.8628], [-1.9969, 2.1507, -5.4978], [-3.5036, -1.5930, -2.4639], [-0.4258, 2.4636, -4.0973], [-2.4544, 0.2217, 4.7490], [-0.6059, 2.0359, 2.5897], [2.0196, 3.4317, -3.5656], [-3.9002, -1.4687, -3.4744], [-3.3742, -0.8673, 6.7081], [-0.2811, 0.7106, 2.2642], [-2.1975, 0.6480, -4.1769], [1.2114, 1.1124, 5.3993], [-4.0290, -0.9016, -1.7967], [2.7050, -0.2708, 1.7492], [-2.0604, 0.8290, -2.0645], [1.8559, 0.2470, -1.4441], [-1.3066, -2.2655, -3.4733], [-0.9102, 2.9167, 1.8010], [2.2027, 0.2111, -5.7479], [1.1697, 1.9957, 6.4842], [0.2414, 2.5172, 6.7382], [0.1461, 0.0344, 3.3560], [1.8706, 0.0333, -2.5103], [-1.4861, -3.3102, -3.1901]], "atomic_forces_ev_per_a": [[-0.24, 0.06, 0.10], [0.57, 0.50, -0.60], [-0.13, 0.28, 0.24], [-0.19, 0.21, 0.19], [0.40, 0.13, 0.22], [0.14, 0.57, 0.08], [0.03, -0.23, 0.21], [0.59, -0.27, 0.55], [-0.14, 0.05, -0.28], [-1.02, 0.18, -0.06], [-0.38, 0.00, -0.13], [-0.48, 1.18, -0.81], [0.52, 0.77, -0.10], [0.31, 0.14, 0.07], [0.25, 0.13, -0.16], [0.42, 0.07, 0.13], [-0.35, -0.06, 0.02], [0.36, -0.77, -0.28], [-0.15, 0.57, 0.11], [-0.08, -0.10, -0.23], [0.26, -0.03, 0.19], [-0.87, -0.35, 0.02], [-0.37, -0.33, -0.10], [0.05, -0.29, -0.20], [0.08, -0.08, 0.08], [0.00, 0.02, -0.46], [0.43, 0.38, -0.17], [-0.02, -0.27, 0.13], [0.15, -0.55, -0.04], [-0.32, 0.12, 0.15], [-0.23, 0.00, -0.11], [0.32, -0.11, -0.31], [0.08, -0.13, 0.37], [0.14, -0.53, -0.05], [-0.06, 0.44, 0.38], [0.05, 0.21, 0.03], [-0.42, -0.06, -0.13], [-0.10, 0.04, -0.07], [-0.11, -0.27, 0.38], [-0.27, 0.21, -0.09], [0.02, 0.06, -0.23], [-0.28, 0.02, -0.15], [0.20, -0.04, 0.35], [0.04, -0.55, -0.59], [0.47, 0.37, 0.20], [0.10, -0.15, -0.19], [0.61, -0.21, -0.30], [-0.33, 0.23, 0.10], [-0.17, -0.04, 0.04], [-0.84, 1.49, 0.66], [-0.34, 0.22, 0.05], [0.72, 0.54, 0.41], [-0.14, -0.02, -0.38], [0.07, 0.28, 0.20], [0.38, -0.28, 0.14], [-0.27, -0.20, -0.12], [0.18, -0.13, 0.25], [0.11, -0.21, 0.12], [-0.08, -0.13, -0.31], [-0.24, -0.24, 0.02], [-0.51, -0.20, 0.41], [0.61, -1.29, 0.58], [0.15, -0.38, -0.15], [-0.05, -0.06, 0.22], [0.09, 0.07, -0.07], [-0.29, 1.10, 0.49], [-0.26, -0.35, -0.27], [-0.05, -0.11, -0.02], [0.09, -0.12, -0.10], [-0.34, 0.05, -0.19], [0.05, -0.26, -0.18], [0.10, -0.14, 0.28], [-0.14, 0.09, -0.07], [-0.08, -0.23, 0.49], [-0.12, 0.34, 0.18], [0.62, -0.21, 0.19], [0.31, -0.19, -0.08], [0.57, -1.05, -1.37], [-0.31, -0.08, 0.22], [0.09, 0.18, -0.05]]}

{"formula": "C37H36N3O3Zr", "method": "ωB97M-V with the def2-TZVPD basis set", "charge": 1, "homo_lumo_gap_ev": 7.0, "homo_ev": -11.38, "symbols": ["C", "C", "H", "H", "C", "C", "C", "H", "C", "H", "H", "C", "C", "C", "H", "C", "C", "H", "C", "C", "C", "H", "C", "H", "H", "C", "C", "O", "C", "C", "H", "O", "C", "H", "H", "H", "H", "H", "H", "C", "C", "H", "C", "H", "C", "H", "H", "C", "C", "H", "H", "N", "H", "H", "C", "C", "C", "H", "Zr", "H", "H", "C", "C", "C", "H", "H", "C", "O", "H", "H", "H", "N", "C", "H", "C", "N", "H", "H", "C", "C"], "coordinates": [[3.5475, 0.6358, 5.8966], [0.9653, 0.7362, -5.3526], [-0.0527, -0.2649, 7.1674], [2.4211, -0.2312, 4.2758], [-1.3104, -2.2540, -3.4865], [-1.4786, -1.5474, -1.0704], [-1.0375, -0.2698, 6.6993], [0.0390, 0.2625, -5.6835], [0.1450, -0.0253, 3.4143], [4.4519, 0.0942, 5.6199], [1.4368, 2.4313, -1.4352], [-3.5200, -1.5798, -2.4921], [1.7939, 0.2066, -1.4507], [-1.2007, 0.2771, 5.4241], [-4.2435, -1.3135, 7.2398], [-2.1407, -0.8274, 7.3559], [3.3863, 0.8452, -5.3429], [0.2669, 2.5163, 6.7921], [-0.4193, 2.4785, -4.1191], [3.3278, 2.0075, -4.5651], [-0.1985, -2.2086, 0.7533], [-4.4940, -0.3915, 4.9164], [1.1873, 1.9904, 6.5316], [-0.6496, 2.9954, 4.4161], [2.0251, 3.4646, -3.6264], [-2.1934, -1.2086, 0.1323], [2.2058, 0.2107, -5.7371], [0.6163, -1.1686, 3.4313], [1.2165, 1.1176, 5.4366], [-2.0045, -1.3251, -2.4774], [-2.0533, 0.8432, -2.0637], [-0.9232, 2.8341, 1.7735], [2.1873, -0.6878, -0.4047], [-4.0427, -0.8834, -1.8256], [-2.0062, -1.2368, 8.3573], [-3.1724, -0.7276, 0.1682], [-1.4746, -3.3020, -3.1987], [-0.2297, -2.0601, -3.5427], [4.3520, 0.4407, -5.6464], [-2.1997, 0.6589, -4.1795], [-2.4392, 0.2207, 4.7869], [-2.0147, 2.1738, -5.4882], [2.0294, 1.4378, 0.4957], [-0.4844, 3.5285, -4.4376], [-1.4339, -1.6715, 1.2421], [2.1601, 2.2897, 1.1653], [-2.5451, 0.6227, 3.7778], [2.4020, 0.4626, 5.1131], [0.9058, 1.8920, -4.5678], [1.7691, -0.0132, -2.5186], [-0.4702, 2.4861, -3.0170], [-0.2460, 0.6471, 2.2868], [-0.5680, 0.2540, -2.8608], [2.4759, -1.7275, -0.5356], [-0.0629, 0.8777, 4.6282], [-0.5939, 1.9780, 2.5913], [1.6596, 1.5188, -0.8818], [-1.8110, -1.7384, 2.2609], [-0.0145, 0.0805, 0.1762], [4.2430, 2.5070, -4.2437], [4.3994, 1.5938, 7.6351], [3.5131, 1.4790, 7.0076], [-1.6679, 0.1485, -2.8389], [-0.2564, -2.1880, -0.6808], [2.2289, -0.6906, -6.3501], [-3.7090, -2.6097, -2.1578], [2.3058, 0.0671, 0.8068], [-3.1156, 0.1355, -4.8140], [0.5659, -2.6902, 1.3546], [0.4424, -2.6599, -1.3717], [-1.7478, -2.0826, -4.4787], [-1.5805, 1.7791, -4.6643], [2.3321, 2.1666, 7.3178], [2.2954, 2.8404, 8.1740], [-3.5365, -0.3508, 5.4344], [-0.4691, 2.1028, 3.9634], [2.6866, -0.3056, 1.7572], [-3.9024, -1.4431, -3.5085], [2.0907, 2.5377, -4.2003], [-3.3881, -0.8686, 6.7277]], "atomic_forces_ev_per_a": [[-0.23, 0.16, -0.02], [0.21, 0.06, 0.13], [-0.34, 0.00, -0.07], [0.08, 0.16, 0.29], [-0.12, 0.03, 0.09], [0.44, -0.56, 0.40], [-0.25, 0.00, -0.20], [0.33, 0.08, 0.10], [0.88, -1.30, -0.32], [-0.17, 0.18, 0.20], [-0.03, -0.32, 0.24], [0.03, -0.18, -0.03], [0.49, 0.23, 0.45], [-0.31, -0.29, 0.38], [0.27, 0.16, -0.16], [0.06, 0.06, -0.24], [-0.14, -0.04, 0.09], [0.21, -0.15, -0.03], [-0.35, -0.11, -0.06], [-0.16, 0.00, -0.03], [-0.78, -0.49, -0.15], [0.17, -0.02, 0.23], [0.37, -0.07, 0.07], [0.06, -0.50, -0.08], [0.14, -0.19, -0.11], [0.80, -0.14, 0.09], [-0.10, 0.22, 0.15], [-0.90, 1.57, -0.07], [0.09, -0.22, -0.01], [0.11, 0.48, -0.25], [-0.03, -0.15, -0.16], [0.31, -1.01, 0.01], [0.70, 0.81, -0.14], [0.00, -0.16, -0.17], [-0.12, 0.09, -0.28], [0.39, -0.20, 0.09], [0.09, 0.25, -0.16], [-0.20, -0.06, 0.00], [-0.26, 0.10, 0.09], [-0.55, 0.06, -1.04], [-0.47, -0.26, 0.39], [0.06, -0.20, 0.03], [0.21, -0.26, -0.45], [0.00, -0.28, 0.12], [-0.17, -0.53, -0.53], [-0.42, -0.40, -0.12], [-0.09, -0.06, 0.30], [0.19, 0.02, 0.25], [0.21, -0.14, -0.24], [-0.31, -0.06, 0.33], [-0.03, 0.07, -0.32], [-0.04, 0.29, -0.42], [-0.24, -0.03, 0.01], [-0.27, 0.28, 0.12], [0.60, 0.46, 0.28], [0.40, -0.20, 1.44], [0.80, -0.46, 0.30], [0.47, 0.42, -0.17], [-1.53, 0.34, 0.72], [-0.24, -0.14, -0.18], [-0.30, 0.01, -0.21], [-0.14, -0.04, -0.09], [0.11, -0.11, 0.10], [-1.04, 0.19, -0.16], [0.09, 0.26, 0.14], [-0.05, 0.28, -0.03], [0.79, 0.44, -0.78], [1.03, 0.49, 0.88], [-0.20, 0.22, -0.07], [-0.17, 0.34, 0.33], [0.16, -0.12, 0.24], [-0.08, 0.22, 0.42], [-0.11, -0.10, -0.31], [0.03, -0.20, -0.22], [0.32, 0.02, 0.03], [-0.46, 0.95, -1.45], [-0.42, 0.05, -0.26], [0.05, -0.08, 0.38], [0.00, -0.25, 0.00], [0.10, 0.06, -0.09]]}